This record from the OMol25 dataset describes the molecule C4H7NO2. The level of theory is the ωB97M-V functional and the def2-TZVPD basis.

Each line ends with the natural charge from an NBO analysis.
Positions of all 14 atoms, in Å:
C1 2.36745 -0.20950 -0.53854  -0.44
N1 1.28757 0.73034 -0.35546  -0.48
C2 0.08103 0.39410 -0.39253  0.53
C3 -0.99770 1.15176 0.32625  -0.15
O1 -2.19653 0.59595 -0.16593  -0.50
C4 -1.85926 -0.74026 -0.38122  0.22
O2 -0.50145 -0.76461 -0.83871  -0.51
H1 2.13598 -1.10629 -1.12409  0.19
H2 3.23769 0.29630 -0.96396  0.20
H3 2.65080 -0.52506 0.47304  0.20
H4 -0.97591 2.23348 0.21141  0.23
H5 -0.83636 0.87957 1.38286  0.18
H6 -2.52350 -1.16473 -1.13576  0.18
H7 -1.91154 -1.31225 0.55895  0.14

Results
**Gap between HOMO and LUMO**: 10.51 eV
**SMILES**: C/N=C1/COCO1
**Charge**: 0

This record from the OMol25 dataset describes the molecule C4H7NO2. The level of theory is the ωB97M-V functional and the def2-TZVPD basis.

Each line ends with the natural charge from an NBO analysis.
Positions of all 14 atoms, in Å:
N1 -0.94356 2.45430 0.14328  -0.83
C1 -0.64193 1.18685 0.54621  0.68
O1 -1.14326 0.67873 1.53303  -0.61
C2 0.33594 0.44173 -0.35159  -0.53
C3 0.87262 -0.78578 0.33622  0.07
C4 0.25009 -2.09110 0.15817  -0.10
O2 1.46374 -1.76023 -0.50941  -0.49
H1 -1.52487 3.01054 0.75172  0.40
H2 -0.42783 2.91721 -0.58729  0.39
H3 1.16347 1.09692 -0.65445  0.22
H4 -0.18383 0.14220 -1.26985  0.24
H5 1.41539 -0.60807 1.26365  0.19
H6 -0.62677 -2.18050 -0.48242  0.18
H7 0.33535 -2.84384 0.94037  0.19

Results
**Gap between HOMO and LUMO**: 10.84 eV
**SMILES**: NC(=O)C[C@H]1CO1
**Charge**: 0

This record from the OMol25 dataset describes a cluster of 3 separate species, C4H7NO2 in total. The level of theory is the ωB97M-V functional and the def2-TZVPD basis.

Each line ends with the natural charge from an NBO analysis.
Positions of all 14 atoms, in Å:
O1 1.98171 0.06835 -0.49364  -0.71
C1 1.31851 0.87712 0.36859  0.16
C2 1.05426 2.14004 0.05112  -0.55
N1 -1.15250 -0.29487 -0.57672  -0.62
C3 -2.27672 -0.72621 -0.96428  -0.04
C4 0.66394 -2.29543 0.44585  0.51
O2 0.08499 -3.26632 0.36446  -0.48
H1 1.84812 -0.84087 -0.19249  0.48
H2 0.99904 0.41447 1.30426  0.17
H3 0.56900 2.81359 0.74595  0.21
H4 1.34749 2.49784 -0.93052  0.20
H5 -0.80188 0.47014 -1.15879  0.35
H6 -2.82452 -0.35699 -1.83817  0.15
H7 -2.74494 -1.53338 -0.39620  0.16

Results
**Gap between HOMO and LUMO**: 9.54 eV
**Charge**: 0

This record from the OMol25 dataset describes a cluster of 2 separate species, C4H7NO2 in total. The level of theory is the ωB97M-V functional and the def2-TZVPD basis.

Each line ends with the natural charge from an NBO analysis.
Positions of all 14 atoms, in Å:
C1 -1.98059 0.76481 -0.18236  -0.85
C2 0.01666 -0.48354 1.59663  0.49
O1 -0.01152 -1.46981 0.71953  -0.49
C3 0.91584 -1.27998 -0.36299  -0.19
C4 1.57838 0.00768 0.01106  0.51
N1 2.51301 0.60806 -0.56403  -0.63
O2 0.93929 0.41143 1.18270  -0.52
H1 -2.53870 1.70011 -0.21920  0.22
H2 -2.58993 -0.05781 -0.56451  0.21
H3 -1.07541 0.86902 -0.79052  0.19
H4 -1.71688 0.55270 0.85753  0.22
H5 0.36765 -1.21591 -1.30521  0.23
H6 1.60570 -2.12349 -0.38481  0.23
H7 2.76121 1.46609 -0.07164  0.36

Results
**Gap between HOMO and LUMO**: 10.61 eV
**Charge**: 0

This record from the OMol25 dataset describes a structure of composition C4H7NO2. The level of theory is the ωB97M-V functional and the def2-TZVPD basis.

Each line ends with the natural charge from an NBO analysis.
Positions of all 14 atoms, in Å:
C1 -0.71934 -0.64717 1.68678  -0.26
C2 1.42434 0.26161 -0.38483  -0.71
C3 0.19581 -0.34993 -1.03148  0.66
C4 -0.87422 0.94337 -1.40942  -0.08
O1 -1.01971 -0.52529 0.31437  -0.51
N1 -1.66412 1.05390 -0.48837  -0.03
O2 0.21860 -1.29908 -1.77154  -0.58
H1 -0.81538 1.47068 -2.35436  0.25
H2 -0.14075 0.20101 2.07096  0.17
H3 -0.15403 -1.57140 1.85393  0.20
H4 -1.66093 -0.71873 2.23679  0.20
H5 1.18985 1.11732 0.24463  0.22
H6 2.10468 0.57252 -1.17913  0.24
H7 1.91520 -0.50882 0.21167  0.24

Results
**Gap between HOMO and LUMO (alpha / beta)**: 8.46 / 8.46 eV
**Charge**: 0

This record from the OMol25 dataset describes a cluster of 2 separate species, C4H7NO2 in total. The level of theory is the ωB97M-V functional and the def2-TZVPD basis.

Each line ends with the natural charge from an NBO analysis.
Positions of all 14 atoms, in Å:
C1 1.08197 0.83096 0.87234  -0.62
C2 0.09740 -0.17837 1.46079  -0.47
C3 -1.02516 -0.64868 0.57944  0.17
N1 -1.24564 -0.21429 -0.59269  -0.67
C4 0.13103 -0.03319 -2.86651  1.06
O1 -0.84485 -0.37490 -3.40654  -0.53
O2 1.14950 0.29641 -2.40430  -0.53
H1 1.28137 0.63755 -0.18248  0.24
H2 2.03270 0.78091 1.41301  0.21
H3 0.70771 1.85524 0.95530  0.21
H4 0.62489 -1.07993 1.80132  0.22
H5 -0.37371 0.23086 2.36575  0.22
H6 -1.65875 -1.41953 1.04362  0.15
H7 -2.06033 -0.67679 -1.00068  0.35

Results
**Gap between HOMO and LUMO**: 11.09 eV
**SMILES**: [H]/N=C/CC.O=C=O
**Charge**: 0

This record from the OMol25 dataset describes a structure of composition C4H7NO2. The level of theory is the ωB97M-V functional and the def2-TZVPD basis.

Each line ends with the natural charge from an NBO analysis.
Positions of all 14 atoms, in Å:
O1 2.20758 -0.15609 0.94360  -0.68
C1 0.88881 0.14836 0.75879  -0.07
C2 -0.09769 1.49769 -0.65101  -0.21
N1 -1.29191 0.88544 -0.37774  -0.60
C3 -1.24334 -0.57102 -0.45526  -0.33
C4 0.16061 -0.94004 0.00991  0.53
O2 0.72718 -1.98467 -0.24688  -0.56
H1 2.34425 -1.01427 0.49698  0.49
H2 0.36209 0.40919 1.69116  0.19
H3 0.75043 1.40305 0.28408  0.25
H4 0.39398 1.02396 -1.51135  0.15
H5 -1.82013 1.27154 0.39260  0.38
H6 -1.36968 -0.91278 -1.48880  0.22
H7 -2.01218 -1.06036 0.15392  0.23

Results
**Gap between HOMO and LUMO**: 8.87 eV
**Charge**: 0

This record from the OMol25 dataset describes the molecule C4H7NO2. The level of theory is the ωB97M-V functional and the def2-TZVPD basis.

Each line ends with the natural charge from an NBO analysis.
Positions of all 14 atoms, in Å:
C1 0.91913 1.21950 -0.02237  -0.60
C2 0.21024 -0.07401 0.39903  -0.43
C3 -0.48645 0.14665 1.73982  0.46
O1 -0.12008 0.98139 2.53099  -0.52
C4 -0.81048 -0.64978 -0.58534  0.68
O2 -2.01096 -0.56433 -0.38452  -0.61
N1 -0.31217 -1.32184 -1.66129  -0.82
H1 0.20001 2.02351 -0.20482  0.22
H2 1.55841 1.54163 0.80456  0.24
H3 1.54042 1.09096 -0.91332  0.21
H4 0.97634 -0.84715 0.56819  0.24
H5 -1.34906 -0.50983 1.95098  0.14
H6 0.66392 -1.33052 -1.90719  0.40
H7 -0.97926 -1.70617 -2.31472  0.41

Results
**Gap between HOMO and LUMO**: 10.48 eV
**SMILES**: C[C@@H](C=O)C(N)=O
**Charge**: 0

This record from the OMol25 dataset describes a cluster of 2 separate species, C4H7NO2 in total. The level of theory is the ωB97M-V functional and the def2-TZVPD basis.

Each line ends with the natural charge from an NBO analysis.
Positions of all 14 atoms, in Å:
C1 0.62482 1.40165 -0.53489  -0.27
C2 0.10359 0.18969 -0.32145  -0.02
N1 0.82762 -1.02511 -0.61194  0.12
O1 1.94448 -0.85913 -1.05082  -0.28
C3 -1.24489 -0.01898 0.26666  0.01
C4 -1.85089 -1.34892 0.38241  -0.10
O2 -1.33422 -0.67860 1.52096  -0.47
H1 1.54450 1.52651 -1.09383  0.23
H2 0.14068 2.29371 -0.14886  0.21
H3 2.55088 0.95864 0.70364  -0.02
H4 2.81933 0.37454 0.32605  0.02
H5 -1.90622 0.84167 0.15810  0.19
H6 -2.93611 -1.43284 0.33251  0.18
H7 -1.28360 -2.22284 0.07147  0.20

Results
**Gap between HOMO and LUMO (alpha / beta)**: 8.45 / 8.46 eV
**SMILES**: C=C(N=O)[C@H]1CO1.[H][H]
**Charge**: 0

This record from the OMol25 dataset describes a structure of composition C4H7NO2. The level of theory is the ωB97M-V functional and the def2-TZVPD basis.

Each line ends with the natural charge from an NBO analysis.
Positions of all 14 atoms, in Å:
C1 1.26861 0.94467 -0.84857  -0.67
N1 -0.15896 -1.03122 -1.20088  -0.36
C2 0.52434 -0.20998 -0.28885  0.46
C3 -1.52925 -0.04420 0.76369  0.53
C4 0.24662 -0.38996 1.07836  -0.61
O1 -1.26504 -0.11255 -1.01345  -0.47
O2 -2.29469 -0.87861 1.15644  -0.59
H1 -0.44297 -1.91751 -0.77772  0.35
H2 -1.63400 1.04407 0.84420  0.14
H3 1.15257 1.83239 -0.22490  0.23
H4 0.95633 1.15239 -1.86910  0.25
H5 2.33464 0.68669 -0.85169  0.25
H6 0.66435 0.32717 1.77672  0.23
H7 0.17744 -1.40335 1.45576  0.25

Results
**Gap between HOMO and LUMO**: 9.06 eV
**Charge**: 0

| no. | F_max (eV/A) |
| --- | --- |
| 1 | 0.50 |
| 2 | 0.40 |
| 3 | 1.58 |
| 4 | 0.38 |
| 5 | 1.26 |
| 6 | 0.85 |
| 7 | 0.51 |
| 8 | 0.50 |
| 9 | 0.60 |
| 10 | 0.70 |